1.
Here is a single C4H8O2 molecule from the OMol25 dataset. Energies are from wB97M-V/def2-TZVPD.

The geometry in XYZ format:
```
14
Properties=species:S:1:pos:R:3:lowdin_charge:R:1
C 1.012 0.640 0.207 -0.133
C 1.004 -0.833 -0.203 -0.211
O -0.125 -1.470 0.375 -0.104
C -1.326 -0.738 0.318 -0.249
O -1.248 0.622 0.626 -0.124
C -0.341 1.247 -0.262 -0.191
H 1.001 0.632 1.311 0.127
H 1.915 1.162 -0.110 0.110
H 0.998 -0.903 -1.302 0.122
H 1.873 -1.395 0.166 0.126
H -1.962 -1.161 1.091 0.139
H -1.775 -0.818 -0.687 0.135
H -0.486 2.334 -0.179 0.123
H -0.671 1.006 -1.302 0.129
```

Relative energy (zero: lowest compared OMol25 entry of this formula, charge and spin) (eV): 1.6274
LUMO (eV): 1.08
Structure (SMILES): C1COCOC1
HOMO energy (Eh): -0.367

2.
Here is a single C21H19FN4O2S molecule from the OMol25 dataset. Energies are from wB97M-V/def2-TZVPD.

The geometry in XYZ format:
```
48
Properties=species:S:1:pos:R:3:lowdin_charge:R:1
O 2.599 3.590 -1.962 0.125
C 2.233 2.454 -2.082 -0.408
C 1.179 1.918 -3.020 -0.010
C 0.952 0.461 -2.603 -0.198
N -0.379 0.277 -2.065 -0.124
C -0.979 -1.036 -2.185 -0.136
C -0.633 -1.959 -1.006 -0.147
N -1.037 -1.317 0.224 -0.111
C -2.246 -1.516 0.775 -0.571
N -2.759 -0.772 1.690 0.107
C -3.954 -1.257 2.138 -0.319
C -4.746 -0.681 3.124 -0.024
C -5.937 -1.291 3.468 -0.096
C -6.351 -2.463 2.846 -0.103
C -5.578 -3.054 1.862 -0.104
C -4.388 -2.447 1.516 -0.476
S -3.217 -2.949 0.323 1.075
C -0.386 -0.038 0.421 -0.113
C -0.673 0.883 -0.778 -0.121
C 2.106 0.180 -1.632 -0.361
O 2.420 -0.889 -1.174 0.113
N 2.736 1.378 -1.355 0.108
C 3.818 1.501 -0.443 -0.175
C 4.932 2.252 -0.798 0.007
C 5.987 2.378 0.085 0.008
C 5.915 1.738 1.309 -0.273
F 6.945 1.854 2.169 0.064
C 4.817 0.981 1.675 0.009
C 3.759 0.869 0.793 0.008
H 1.555 2.001 -4.041 0.136
H 0.267 2.510 -2.958 0.136
H 1.051 -0.222 -3.452 0.159
H -0.672 -1.491 -3.127 0.125
H -2.065 -0.891 -2.208 0.128
H -1.141 -2.919 -1.108 0.084
H 0.447 -2.128 -0.963 0.116
H -4.417 0.227 3.602 0.109
H -6.557 -0.850 4.234 0.099
H -7.285 -2.921 3.133 0.098
H -5.892 -3.965 1.375 0.104
H -0.770 0.407 1.338 0.119
H 0.685 -0.225 0.523 0.104
H -0.115 1.815 -0.672 0.126
H -1.743 1.121 -0.772 0.133
H 4.969 2.744 -1.756 0.120
H 6.859 2.960 -0.167 0.121
H 4.794 0.495 2.637 0.122
H 2.896 0.283 1.066 0.108
```

LUMO (eV): 0.55
Structure (SMILES): O=C1C[C@H](N2CCN(c3nc4ccccc4s3)CC2)C(=O)N1c1ccc(F)cc1
HOMO energy (Eh): -0.284

3.
Here is a gas-phase ion, C4H10N3 (charge +1) from the OMol25 dataset. Energies are from wB97M-V/def2-TZVPD.

The geometry in XYZ format:
```
17
Properties=species:S:1:pos:R:3:lowdin_charge:R:1
C -1.249 0.377 0.105 -0.017
C 0.211 -1.416 -0.432 -0.142
C 1.529 0.344 0.617 -0.224
C 1.577 1.298 -0.516 -0.054
N 1.178 -0.894 0.597 0.009
N -1.179 -0.936 -0.246 0.042
N -2.479 0.880 0.144 0.154
H 0.747 -1.295 -1.377 0.125
H 0.045 -2.573 -0.376 0.165
H 1.915 0.657 1.621 0.146
H 0.850 1.090 -1.346 0.092
H 2.568 1.359 -0.710 0.047
H 1.172 2.219 0.137 0.145
H 1.056 -1.392 1.442 0.134
H -2.038 -1.487 -0.285 0.157
H -2.774 1.666 0.614 0.093
H -3.129 0.105 0.012 0.127
```

2S+1: 3
Relative energy (zero: lowest compared OMol25 entry of this formula, charge and spin) (eV): 2.4572
LUMO (alpha / beta) (eV): -4.17 / -6.64
<S²>: 2.0120
Total charge: +1
HOMO energy (alpha / beta) (Eh): -0.350 / -0.551

4.
Here is a single CH5N3O molecule from the OMol25 dataset. Energies are from wB97M-V/def2-TZVPD.

The geometry in XYZ format:
```
10
Properties=species:S:1:pos:R:3:lowdin_charge:R:1
N -0.545 -1.623 1.416 -0.049
N -0.361 -0.357 0.726 -0.093
C -0.128 -0.451 -0.528 -0.298
N 0.354 0.586 -1.185 -0.114
O 0.637 1.810 -0.603 -0.024
H -1.121 -1.234 2.237 0.091
H 0.169 -1.834 2.099 0.045
H 0.063 -1.517 -0.855 0.143
H 0.313 0.819 -2.361 0.250
H 0.111 1.750 0.172 0.050
```

Relative energy (zero: lowest compared OMol25 entry of this formula, charge and spin) (eV): 4.1732
LUMO (eV): 0.94
Structure (SMILES): N/N=C/NO
HOMO energy (Eh): -0.311

> Number 2 is which compound?

C21H19FN4O2S

Please write out number 2 again, unchanged.
Here is a single C21H19FN4O2S molecule from the OMol25 dataset. Energies are from wB97M-V/def2-TZVPD.

The geometry in XYZ format:
```
48
Properties=species:S:1:pos:R:3:lowdin_charge:R:1
O 2.599 3.590 -1.962 0.125
C 2.233 2.454 -2.082 -0.408
C 1.179 1.918 -3.020 -0.010
C 0.952 0.461 -2.603 -0.198
N -0.379 0.277 -2.065 -0.124
C -0.979 -1.036 -2.185 -0.136
C -0.633 -1.959 -1.006 -0.147
N -1.037 -1.317 0.224 -0.111
C -2.246 -1.516 0.775 -0.571
N -2.759 -0.772 1.690 0.107
C -3.954 -1.257 2.138 -0.319
C -4.746 -0.681 3.124 -0.024
C -5.937 -1.291 3.468 -0.096
C -6.351 -2.463 2.846 -0.103
C -5.578 -3.054 1.862 -0.104
C -4.388 -2.447 1.516 -0.476
S -3.217 -2.949 0.323 1.075
C -0.386 -0.038 0.421 -0.113
C -0.673 0.883 -0.778 -0.121
C 2.106 0.180 -1.632 -0.361
O 2.420 -0.889 -1.174 0.113
N 2.736 1.378 -1.355 0.108
C 3.818 1.501 -0.443 -0.175
C 4.932 2.252 -0.798 0.007
C 5.987 2.378 0.085 0.008
C 5.915 1.738 1.309 -0.273
F 6.945 1.854 2.169 0.064
C 4.817 0.981 1.675 0.009
C 3.759 0.869 0.793 0.008
H 1.555 2.001 -4.041 0.136
H 0.267 2.510 -2.958 0.136
H 1.051 -0.222 -3.452 0.159
H -0.672 -1.491 -3.127 0.125
H -2.065 -0.891 -2.208 0.128
H -1.141 -2.919 -1.108 0.084
H 0.447 -2.128 -0.963 0.116
H -4.417 0.227 3.602 0.109
H -6.557 -0.850 4.234 0.099
H -7.285 -2.921 3.133 0.098
H -5.892 -3.965 1.375 0.104
H -0.770 0.407 1.338 0.119
H 0.685 -0.225 0.523 0.104
H -0.115 1.815 -0.672 0.126
H -1.743 1.121 -0.772 0.133
H 4.969 2.744 -1.756 0.120
H 6.859 2.960 -0.167 0.121
H 4.794 0.495 2.637 0.122
H 2.896 0.283 1.066 0.108
```

LUMO (eV): 0.55
Structure (SMILES): O=C1C[C@H](N2CCN(c3nc4ccccc4s3)CC2)C(=O)N1c1ccc(F)cc1
HOMO energy (Eh): -0.284